DFT (the ωB97M-V functional and the def2-TZVPD basis) results for a structure of composition C50H51N8O3TeTi.

- total charge = +1
- energy above the lowest of the compared OMol25 structures with the same formula, charge and spin (kJ/mol) = 127.0
- largest force on an atom (hartree/bohr) = 0.022
- HOMO level (eV) = -9.0447

The geometry in XYZ format:
```
114
Properties=species:S:1:pos:R:3:lowdin_charge:R:1
Ti 0.29260 -0.08139 0.05265 1.0436
C 2.28783 -1.65432 -2.06910 -0.1060
N 1.27338 -0.56439 -2.14005 -0.1575
C 0.39730 -0.80418 -3.33101 -0.0943
C -0.95294 -0.11983 -3.39898 -0.2677
C -1.44457 0.28803 -4.63238 -0.0073
C -2.72463 0.81592 -4.70120 -0.0417
C -3.46726 0.92493 -3.53887 -0.0390
C -2.88821 0.50453 -2.35367 -0.1090
N -1.66004 -0.00884 -2.28419 0.1024
C 2.00700 0.70953 -2.33565 -0.1261
C 1.07263 1.87310 -2.18714 -0.2526
C 1.14691 3.00074 -2.98622 0.0071
C 0.20994 4.00431 -2.80986 -0.0265
C -0.77704 3.83748 -1.85383 -0.0154
C -0.77637 2.68482 -1.09113 -0.1002
N 0.13814 1.72532 -1.24727 0.0233
C 2.59661 -2.15324 -0.68368 -0.2652
C 3.77090 -2.82564 -0.39294 0.0043
C 3.90742 -3.41376 0.85616 -0.0268
C 2.87430 -3.31601 1.77070 -0.0182
C 1.74738 -2.59859 1.41011 -0.1089
N 1.61946 -2.03464 0.20853 0.0059
H 1.90716 -2.51288 -2.62564 0.1265
H 3.20427 -1.35623 -2.58337 0.1359
H 0.95507 -0.53732 -4.23484 0.1317
H 0.20982 -1.87686 -3.39820 0.1206
H -0.83513 0.19359 -5.52200 0.1187
H -3.13412 1.14022 -5.64915 0.1162
H -4.46756 1.33492 -3.54275 0.1134
H -3.42611 0.59345 -1.41564 0.1206
H 2.78731 0.76395 -1.57831 0.1174
H 2.47560 0.72402 -3.32556 0.1353
H 1.91936 3.07435 -3.74043 0.1239
H 0.23927 4.89475 -3.42399 0.1196
H -1.54212 4.58302 -1.68983 0.1202
H -1.53561 2.51033 -0.34621 0.1066
H 4.55703 -2.89665 -1.13417 0.1222
H 4.81674 -3.94233 1.11118 0.1194
H 2.94211 -3.75317 2.75689 0.1239
H 0.92973 -2.44707 2.10382 0.0708
O -3.39951 -0.59469 1.99960 0.0991
C -2.43462 -0.57213 1.27380 -0.4730
N -1.42008 0.38504 1.23013 0.0323
C -1.75470 1.53641 1.99355 -0.4473
O -2.88190 1.90933 2.20000 0.1235
C -0.63966 2.39820 2.52401 -0.2242
C -0.83087 3.07398 3.72405 0.0099
C 0.15210 3.95654 4.13062 -0.0419
C 1.26104 4.15044 3.32060 -0.0397
C 1.34789 3.43676 2.13863 -0.1265
N 0.41910 2.56759 1.74753 0.1073
C -2.26074 -1.74463 0.35693 -0.2146
C -3.34398 -2.56714 0.08272 0.0281
C -3.14699 -3.63602 -0.76686 -0.0184
C -1.87416 -3.85656 -1.28301 -0.0242
C -0.85705 -2.99101 -0.94298 -0.1152
N -1.05129 -1.93056 -0.15122 0.0341
H -1.72441 2.89931 4.30886 0.1276
H 0.05275 4.49166 5.06666 0.1169
H 2.03980 4.84871 3.59688 0.1102
H 2.19257 3.56898 1.46940 0.0972
H -4.29214 -2.34895 0.55233 0.1317
H -3.96324 -4.30114 -1.01750 0.1199
H -1.66939 -4.69709 -1.93156 0.1146
H 0.14784 -3.14726 -1.30514 0.0978
C 3.92749 1.58729 1.12654 -0.0139
C 2.91698 0.51082 1.47001 -0.5968
O 3.10810 -0.25759 2.39046 0.0264
N 1.79923 0.43076 0.67956 -0.0489
Te 0.16278 -0.76436 4.38828 1.5010
C -0.02698 -2.66000 5.32126 -0.4011
C 0.67727 -2.93863 6.50030 -0.2935
C 1.55017 -1.93622 7.20324 -0.0679
C 0.55110 -4.19944 7.08077 -0.0138
C -0.23715 -5.19318 6.52282 -0.2637
C -0.36626 -6.54489 7.16773 -0.0470
C -0.92190 -4.89845 5.35102 -0.0225
C -0.84623 -3.64980 4.74374 -0.3100
C -1.65017 -3.45967 3.47890 -0.0863
C -0.53627 0.50552 5.92760 -0.4135
C -1.89682 0.48484 6.28874 -0.2931
C -2.89421 -0.45180 5.66613 -0.0555
C -2.34155 1.37035 7.26766 -0.0116
C -1.48338 2.26359 7.89516 -0.2627
C -1.97712 3.19513 8.96682 -0.0458
C -0.14720 2.26275 7.51890 -0.0253
C 0.34979 1.39691 6.54827 -0.3256
C 1.81820 1.49209 6.21966 -0.0873
H 3.97580 2.29012 1.96049 0.0796
H 3.66904 2.13724 0.22300 0.0643
H 4.91655 1.13939 1.02722 0.0877
H 1.91156 -1.16381 6.52754 0.0172
H 2.41161 -2.43359 7.65060 0.0848
H 0.99824 -1.44214 8.00785 0.0983
H 1.09648 -4.40711 7.99577 0.1198
H 0.32886 -6.65638 7.99894 0.0752
H -0.16955 -7.34441 6.45177 0.0809
H -1.37608 -6.69652 7.55401 0.0851
H -1.55048 -5.66059 4.89966 0.1229
H -2.62982 -3.92963 3.58033 0.0892
H -1.15014 -3.93983 2.63000 0.0796
H -1.80867 -2.41222 3.23660 0.0033
H -2.58441 -1.49313 5.78010 0.0720
H -3.01093 -0.25821 4.60254 0.0597
H -3.86876 -0.33688 6.14119 0.0824
H -3.38943 1.35610 7.54776 0.1163
H -3.05985 3.14079 9.07199 0.0756
H -1.70991 4.23014 8.74719 0.0805
H -1.53393 2.94434 9.93258 0.0854
H 0.53809 2.95833 7.99581 0.1236
H 2.16169 2.52012 6.34302 0.0776
H 2.05152 1.17317 5.20482 0.0277
H 2.40584 0.87310 6.90166 0.0780
```